Record 1
The following is a DFT calculation (ωB97M-V with the def2-TZVPD basis set) of the ion C2H6O3P with charge -1.

HOMO level = -0.1744 Eh
Frontier orbital gap = 9.049 eV
Relative energy (zero: lowest compared OMol25 entry of this formula, charge and spin) = 0.6999 eV

ORCA input file:
```
! wB97M-V def2-TZVPD RIJCOSX def2/J DEFGRID3
* xyz -1 1
P 0.63397 -0.13828 -0.96529
O -1.06782 0.55393 -0.16384
O 0.45211 -0.45762 -2.38670
O 1.64216 0.74246 -0.35372
C 0.41360 -1.73489 -0.05964
C -0.83898 1.65142 0.67461
H 1.34138 -2.40760 -0.20312
H 0.15685 1.91099 0.36246
H 0.35518 -1.67863 1.00006
H -0.82036 1.36860 1.70896
H -1.72677 2.39123 0.65856
H -0.54132 -2.20162 -0.27234
*
```

***

Record 2
The following is a DFT calculation (ωB97M-V with the def2-TZVPD basis set) of a structure of composition C27H42As2Cl2KN2O12S.

HOMO level (spin up / spin down) = -0.1350 / -0.1626 Eh
Frontier orbital gap (spin up / spin down) = 5.382 / 6.468 eV

ORCA input file:
```
! wB97M-V def2-TZVPD RIJCOSX def2/J DEFGRID3
* xyz -1 1
As 3.74329 2.93891 -4.21348
As 1.73987 0.30262 -2.11761
K -0.17337 -0.05385 0.45966
Cl 3.44325 -1.20442 0.60776
Cl 1.58806 -2.77446 2.13186
S -0.80851 -2.68255 -0.50117
O 5.80936 0.07863 -5.03694
O -1.64848 -2.09995 0.53671
O 2.03617 4.33361 -2.13394
O 1.87050 1.80574 -6.41996
O 3.59416 -2.02075 -2.29736
O -0.17021 -3.92688 -0.11981
O 5.55799 -0.93344 -2.20310
O 2.61914 2.63514 -0.77073
O -0.05234 1.55515 -5.21825
O 6.74743 1.38575 -3.53048
O 0.91846 1.14704 2.02290
O 0.16552 -1.66864 -0.96107
N 2.96628 2.11409 1.97394
N 2.55001 0.30132 3.34121
C -3.26300 1.19343 -2.86102
C 2.59196 5.21830 -1.18330
C 1.89356 2.36999 -4.17019
C 1.21932 1.24981 -7.53259
C -1.83804 2.71112 -1.32641
C -3.27184 1.30248 -0.28200
C 3.63434 0.29475 -2.78909
C 5.65460 0.79936 -4.08060
C 6.60648 2.10346 -2.32327
C -1.84538 -3.01989 -1.94278
C -0.71548 3.88089 0.68192
C -2.82274 1.69435 -1.52084
C 1.04918 -0.72435 -3.61924
C -1.69512 2.92403 0.08134
C 2.08699 1.16744 2.38543
C 2.50476 -2.67841 0.65624
C 1.54996 2.13735 -2.81785
C -1.03535 3.32493 -2.36421
C -4.24600 0.22373 0.05272
C 2.13162 3.01297 -1.83739
C -2.56075 2.06859 0.72314
C 4.32988 1.15781 -3.53924
C 4.50233 2.76397 -6.03625
C 6.19990 -2.14865 -1.85797
C -2.78480 1.89937 2.18938
C 1.13520 1.85838 -5.24119
C 4.22670 -0.99479 -2.42551
H -1.52506 3.35275 -3.33257
H 0.00632 -0.45496 -3.77740
H -2.12618 2.54943 2.75867
H -1.17350 -3.33844 -2.72900
H -2.59298 0.86601 2.48546
H 1.10269 -1.77322 -3.34344
H -2.34797 -2.09851 -2.20075
H 3.67687 5.08014 -1.12856
H -0.71542 3.81457 1.76755
H -4.87363 -0.02866 -0.80030
H -0.65122 4.30740 -2.09970
H 1.93512 -0.48318 3.50346
H 5.56802 3.01053 -5.99178
H -2.40389 1.03578 -3.51141
H 5.84049 -2.96383 -2.48863
H 3.94958 1.95044 2.11528
H 2.16032 5.04380 -0.19328
H -0.08972 2.69721 -2.54258
H 1.76890 0.36453 -7.86337
H 1.61219 -0.55307 -4.53642
H -3.70547 -0.67551 0.35823
H 2.73335 2.54668 1.08775
H 7.26403 -1.98797 -2.01804
H -3.80491 0.25352 -2.76801
H -0.93347 4.91550 0.39960
H 6.16607 1.47697 -1.54271
H 0.28999 3.63809 0.33801
H 7.61848 2.39280 -2.03976
H 4.39357 1.75968 -6.43026
H 1.80355 -2.65694 -0.17548
H 3.18036 -3.52926 0.60482
H 5.98314 2.99714 -2.45869
H 0.20336 0.96465 -7.24584
H 2.35873 6.22247 -1.53216
H -4.89215 0.52641 0.87717
H -3.81757 2.13534 2.45337
H 1.18653 1.98346 -8.34099
H 5.99808 -2.39109 -0.81154
H 3.52860 0.06403 3.33296
H 4.01122 3.46991 -6.70667
H -3.92323 1.91475 -3.35080
H -2.55095 -3.79654 -1.68546
*
```

***

Record 3
The following is a DFT calculation (ωB97M-V with the def2-TZVPD basis set) of a cluster of 2 separate species, C17H36ClN2O4P2 in total.

HOMO level = -0.1266 Eh
Frontier orbital gap = 6.171 eV

ORCA input file:
```
! wB97M-V def2-TZVPD RIJCOSX def2/J DEFGRID3
* xyz -1 1
Cl -0.71502 -2.73170 3.68080
P 0.47403 -3.39081 2.07004
P 1.54490 -1.72889 1.03975
O 1.73228 1.39871 -1.22943
O -3.37003 2.15104 0.66735
O 1.38330 -2.69545 -0.41998
O 1.71786 -4.37542 2.79357
N -0.36246 1.14518 -4.03405
N -4.60117 0.10055 0.53758
C -3.35062 -0.68301 0.82618
C -0.08281 -0.78793 0.73555
C 2.12969 -0.01732 -1.35408
C -5.74097 2.41158 1.09404
C 2.63197 -0.49667 0.06781
C 2.21124 1.43379 3.95422
C 3.46546 2.05762 3.15215
C -4.44316 1.51887 0.75664
C -2.42303 -0.60103 -0.45824
C -2.00173 0.93008 -5.51272
C -0.33774 -0.15428 -4.46078
C -1.37642 1.81209 -4.66536
C 3.28443 -0.01613 -2.50357
C 1.29083 0.62742 2.87983
C -1.34299 -0.31742 -5.38253
C -1.07216 -1.49531 -0.34503
C 1.95133 -0.80774 2.68757
H -1.56462 2.85427 -4.45918
H 3.08767 -0.61431 2.64213
H 1.83784 -1.47621 3.61588
H 2.92752 0.45251 0.64508
H -2.84062 1.15730 -6.15351
H -5.71715 3.30429 0.38174
H 3.31496 1.02804 -2.97445
H 3.20136 2.30919 2.06888
H 1.56740 2.33601 4.25638
H -0.76501 -0.73373 1.65868
H -3.61648 -1.75208 1.08383
H -1.57838 -1.23304 -5.90409
H 2.51736 0.79131 4.83276
H -0.65566 -1.50490 -1.39544
H -2.98248 -1.04584 -1.35993
H 2.77266 -2.50805 1.29827
H -1.30838 -2.57297 -0.06867
H 0.26933 1.54847 -3.35647
H 3.64598 -1.01693 -0.11493
H 1.33900 1.28003 1.93784
H 4.31104 -0.23182 -2.07703
H 1.24484 -0.54232 -1.80477
H -5.55194 2.83053 2.13342
H -6.71064 1.83784 0.99467
H 0.20890 0.56932 3.20734
H 2.29037 -2.86409 -0.75440
H 0.39154 -0.84933 -4.07395
H -2.12039 0.44405 -0.76792
H 2.95051 -0.73963 -3.31284
H 4.32069 1.29640 3.08011
H 2.46227 1.91863 -0.84908
H 0.03230 0.28619 0.39308
H -5.36334 -0.21637 1.15187
H 3.85656 3.02014 3.62217
H 2.44744 -4.49077 2.15347
H -2.81942 -0.15998 1.69177
*
```

***

Record 4
The following is a DFT calculation (ωB97M-V with the def2-TZVPD basis set) of a structure of composition C38H56BrIN5O2SSi2Sr.

HOMO level = -0.1405 Eh
Frontier orbital gap = 5.634 eV
Relative energy (zero: lowest compared OMol25 entry of this formula, charge and spin) = 0.0000 eV

ORCA input file:
```
! wB97M-V def2-TZVPD RIJCOSX def2/J DEFGRID3
* xyz -1 1
I -1.36375 -4.61499 0.73363
Sr 1.02106 -2.15896 1.15879
Br -0.63317 2.27219 -1.62379
S 3.93860 -1.67381 1.78138
Si -2.00035 2.98478 -3.25047
Si 5.94937 0.79830 2.30039
O -0.07325 -0.79995 -3.07272
O 0.08291 -1.07123 -0.77985
N 1.54517 -4.97321 1.29857
N 0.58236 -2.40337 3.96369
N 1.07723 -2.48657 -2.24071
N 1.98889 0.03104 1.89933
N 1.37047 -3.36178 -1.19182
C -1.45833 3.37827 -6.07369
C -2.52334 5.12252 -1.38581
C -3.27410 0.20763 2.06436
C -2.06471 -4.77897 6.06435
C -2.58202 -3.78117 5.26010
C 0.42400 -7.13179 1.26305
C 3.30609 -0.07121 1.82225
C -0.74636 5.50937 -3.00914
C -1.13434 2.44572 -4.90851
C -1.49046 0.98992 -5.37881
C -2.07855 -0.42110 1.68952
C 1.38238 1.21063 2.07726
C -0.72065 -5.14845 6.05613
C 0.46380 -5.74014 1.20513
C -4.75783 2.51896 -3.82201
C 2.83085 -7.02804 1.55881
C 4.13009 1.10550 1.90478
C 0.40480 2.42086 -4.77129
C -1.70596 -2.98623 4.44259
C 2.09910 2.37076 2.18814
C 5.86926 -0.03908 3.94668
C 2.74862 -5.63989 1.44490
C -4.20682 2.18701 -1.42867
C -3.62783 2.04541 -2.88297
C 6.80920 -0.32553 1.06380
C -2.13508 4.86017 -2.89670
C 6.85039 2.51966 2.23072
C 0.26689 -1.36603 -2.03431
C 3.49146 2.33465 2.14383
C -3.43274 -1.32120 3.94153
C -3.97131 -0.33437 3.10418
C -0.33386 -3.27240 4.57385
C 1.62243 -7.77011 1.51747
C 0.14979 -4.40785 5.29786
C -3.51059 0.50949 -3.15969
C -1.46088 -1.34304 2.52260
C -2.15677 -1.84236 3.64379
C -3.11133 5.53249 -3.83566
H -2.70008 -5.28893 6.76104
H 3.63558 -4.99980 1.45178
H -0.91948 0.74849 -6.25488
H -0.39301 -6.05711 6.50356
H 1.49852 3.26788 2.40405
H -1.27378 2.90378 -7.03859
H -3.63639 1.04344 1.56771
H -0.54326 -7.64971 1.32224
H -1.79528 4.74289 -0.66722
H -0.88994 4.30946 -6.05755
H -5.62173 1.86372 -3.76648
H 0.16913 -1.51310 3.66480
H -4.99587 -0.00736 3.31265
H -2.46790 3.70421 -6.09221
H -0.30164 5.35472 -3.99916
H 6.43991 3.12410 1.39591
H 3.83307 -7.47681 1.75314
H -2.52326 0.84525 -5.70953
H -2.48575 6.20607 -1.34607
H -2.59840 0.03919 -2.82063
H 6.81132 2.99331 3.18772
H -4.57859 3.17195 -1.13114
H 6.32338 -0.49974 0.11009
H 6.55276 -0.87183 3.86038
H 0.73636 3.38740 -4.31959
H 0.28027 1.21551 2.05499
H -1.31441 0.21060 -4.64016
H 7.76894 0.12884 0.85613
H 0.75893 2.45260 -5.79766
H -5.08579 3.50450 -3.53419
H -3.06045 6.62473 -3.71335
H -0.10895 5.18991 -2.17203
H 0.69393 1.50008 -4.23994
H 4.06710 3.27910 2.18000
H -1.62789 -0.18710 0.74041
H -3.84614 -1.63844 4.88510
H -0.85815 6.62242 -2.92908
H 1.37161 -2.68073 -3.17966
H 1.69861 -8.83019 1.70082
H 4.89387 -0.37647 4.15004
H -3.52361 1.83399 -0.65075
H -4.12909 5.19765 -3.76622
H 1.21703 -4.64528 5.22910
H -3.65748 0.27992 -4.23636
H 6.29115 0.56604 4.77693
H -2.82816 5.35010 -4.88988
H 7.91044 2.30531 2.03670
H -4.40470 2.52516 -4.83922
H 2.36804 -3.51652 -1.16619
H -4.34136 -0.00091 -2.64705
H 7.07998 -1.33291 1.48298
H -3.67989 -3.57411 5.36779
H -3.50028 4.74424 -1.08543
H 1.00848 -4.28194 -1.34293
H 1.50814 -2.39748 4.31038
H -5.07668 1.52744 -1.45009
*
```

***

no.,E_tot (eV),strongest force on any atom (eV/Å)
1,-17605.274,4.2
2,-230114.142,2.9
3,-60481.771,3.3
4,-157435.460,2.6